1.
This record from the OMol25 dataset describes a 11-piece molecular cluster, C33H77N11O11 overall at a distorted geometry. The level of theory is ωB97M-V with the def2-TZVPD basis set.

Geometry as XYZ:
```
132
Properties=species:S:1:pos:R:3:forces:R:3:lowdin_charge:R:1
C -4.18367 -5.18843 5.31782 0.4717 -0.5640 0.7564 -0.070
N -3.55334 -4.56408 4.18008 -1.2989 0.2374 0.2582 0.007
C -2.47074 -5.07193 3.61004 1.5299 -1.7668 -1.4390 -0.538
C -1.80099 -4.21355 2.53703 0.0538 -0.3454 -0.4661 0.004
O -2.02915 -6.22036 3.80072 -0.5690 1.3899 0.3519 0.000
H -3.82436 -4.70663 6.22960 -0.2782 0.1515 0.1398 0.081
H -3.85668 -6.22364 5.41292 0.1932 0.0510 -0.3496 0.079
H -5.27180 -5.24002 5.32826 -0.0059 0.4953 -0.4119 0.078
H -3.79674 -3.60713 3.95380 0.2619 -0.2386 0.2852 0.092
H -2.44746 -3.47371 2.06441 0.0047 0.2340 0.4358 0.047
H -1.49146 -4.87815 1.72906 -0.0904 -0.2471 0.1211 0.082
H -0.86022 -3.78230 2.87967 -0.1591 0.1956 0.2942 0.060
C 3.99504 -3.76276 5.17050 0.4569 -0.1937 1.2860 -0.086
N 4.06688 -4.04260 3.77058 -0.8098 0.4820 -0.2344 0.020
C 2.93629 -3.89219 3.04432 -0.3423 -0.0895 -0.1761 -0.574
C 2.97495 -4.27703 1.62263 -0.0635 -0.4260 -1.3597 -0.002
O 1.86541 -3.51112 3.49736 0.2950 0.2333 0.7979 0.028
H 4.99757 -3.81719 5.59388 -0.0535 -0.0302 0.0298 0.087
H 3.35438 -4.47325 5.69605 0.0932 -0.2502 -0.1199 0.090
H 3.57052 -2.79766 5.44869 0.1196 0.2307 -0.5864 0.072
H 4.91990 -4.31131 3.31038 -0.0756 0.0442 0.1904 0.140
H 2.08135 -3.85232 1.16855 0.1831 0.0387 -0.1662 0.070
H 2.87413 -5.35875 1.51816 0.0508 -0.0764 0.1533 0.095
H 3.86135 -3.98958 1.05633 0.0675 0.1380 0.1573 0.086
C 2.65893 0.20399 -4.51396 -0.3646 0.1781 0.3582 -0.053
N 3.35841 0.97313 -5.50697 0.3336 0.4955 -1.2092 0.025
C 2.87517 2.06220 -6.14068 -0.6880 0.0770 1.1543 -0.524
C 3.71072 2.63995 -7.23197 0.2380 -0.5170 -0.4326 0.014
O 1.79338 2.56723 -5.80582 0.2661 -0.2987 -0.4525 -0.021
H 2.60139 -0.84979 -4.78409 0.5011 -0.0661 0.2674 0.086
H 1.61414 0.50549 -4.45188 0.1727 0.3682 -0.0833 0.061
H 3.13450 0.42313 -3.55823 -0.1861 -0.6433 0.2187 0.094
H 4.31566 0.75072 -5.73324 -0.1451 -0.3584 0.0851 0.143
H 3.20583 3.51579 -7.63049 0.4262 0.1541 0.1679 0.078
H 3.82132 1.92026 -8.04577 -0.2513 -0.1123 -0.0413 0.088
H 4.73675 2.77198 -6.88707 -0.0768 0.6041 0.0362 0.094
C 0.72379 1.41258 -1.60326 -0.2216 -0.6263 -0.8433 -0.054
N 0.54334 0.13327 -0.92064 0.1919 0.8306 0.0049 0.031
C 0.35993 0.03666 0.40815 0.6589 -0.4208 -0.0775 -0.513
C 0.40504 -1.35867 0.99552 -1.0973 -0.2785 -0.9866 0.018
O 0.14736 1.00991 1.11781 0.0094 0.2639 0.2621 0.012
H 0.12723 2.23329 -1.21145 0.2800 -0.1653 0.4904 0.080
H 0.38386 1.28558 -2.63352 -0.1912 -0.1014 -0.0385 0.060
H 1.78457 1.63729 -1.72235 0.0206 0.3910 0.4883 0.084
H 0.72449 -0.68615 -1.48422 0.0947 -0.3752 0.1276 0.076
H 0.32496 -2.10026 0.19818 0.3107 -0.0457 -0.0801 0.070
H -0.55032 -1.43832 1.51520 0.2898 -0.2046 0.5159 0.054
H 1.25302 -1.61946 1.62475 -0.1094 0.4221 0.1563 0.065
C 4.21042 2.22925 6.39080 0.8806 -0.2544 -0.0969 -0.080
N 3.26283 1.50335 5.57840 -1.3769 0.5793 0.5532 -0.012
C 3.53821 0.94614 4.37536 2.1323 -0.6610 -0.2255 -0.535
C 2.53757 -0.07002 3.89096 -0.1288 -0.0313 0.4623 -0.002
O 4.65161 1.07001 3.85732 -1.0041 0.1964 0.2775 0.031
H 3.88714 2.43935 7.40962 -0.6366 -0.2604 -0.1847 0.081
H 4.51586 3.18706 5.96970 0.0940 -0.1366 -0.2454 0.085
H 5.06546 1.55931 6.49322 0.3720 0.4167 -0.0628 0.086
H 2.31893 1.43354 5.92458 0.0900 -0.0853 -0.1021 0.127
H 1.57984 0.38042 3.63192 0.0290 -0.1116 -0.2290 0.065
H 2.40151 -0.74426 4.73850 -0.3620 -0.0808 -0.0306 0.076
H 2.94535 -0.69500 3.09983 -0.0232 0.4411 -0.2119 0.080
C 0.34070 4.43119 1.72261 -1.1289 0.3319 0.3759 -0.051
N -0.61515 3.47409 2.25246 1.0534 -2.2655 -0.4821 -0.005
C -1.83116 3.76520 2.69695 -0.0392 1.0447 0.1754 -0.585
C -2.64619 2.57393 3.13975 -0.3859 -0.0314 0.2439 0.011
O -2.20083 4.92236 2.76078 -0.8793 0.6003 0.2555 0.034
H 0.71755 4.96992 2.59190 0.3092 0.4201 -0.3963 0.085
H -0.23941 5.08377 1.06873 0.3317 0.4380 0.0950 0.083
H 1.14990 3.99872 1.13838 -0.1569 -0.4579 0.2858 0.079
H -0.46385 2.48223 2.10928 0.4903 0.2376 -0.2168 0.071
H -3.03344 2.03844 2.27216 0.2394 -0.2322 -0.0135 0.081
H -3.51335 2.85850 3.73428 0.1208 0.3504 -0.0674 0.084
H -2.02492 1.93877 3.77025 -0.0317 -0.2838 -0.2372 0.050
C 0.66133 4.92706 -2.84754 -0.1534 -1.0591 -0.5079 -0.060
N 1.10243 5.01160 -4.23922 -0.2972 -0.1779 0.9226 0.017
C 1.38205 6.18572 -4.83405 -0.5454 0.2810 -1.0546 -0.551
C 1.77025 6.09668 -6.31619 1.3281 0.0940 0.3926 0.004
O 1.23219 7.27348 -4.29989 0.2363 -0.2188 0.1622 0.030
H 1.42161 4.38662 -2.28065 0.2597 0.6780 0.4246 0.073
H -0.17801 4.22989 -2.78876 -0.3378 0.2219 -0.1825 0.072
H 0.34071 5.88557 -2.44916 0.4386 -0.0141 -0.0163 0.086
H 1.18459 4.12183 -4.71159 0.2360 0.3399 -0.3733 0.085
H 2.37586 5.22387 -6.56242 -0.6858 -0.5430 0.1191 0.038
H 2.52089 6.86494 -6.50873 -0.5172 0.5585 0.0392 0.079
H 0.91740 6.21324 -6.98136 0.0195 -0.0554 0.0984 0.086
C -1.75859 -1.81554 -2.14355 -0.3719 0.0057 -1.7380 -0.043
N -1.21293 -2.57774 -3.29444 -0.0941 -0.0204 1.1672 0.035
C 0.10842 -2.73747 -3.48435 0.4270 -0.4073 0.4269 -0.550
C 0.48670 -3.50175 -4.71438 0.0374 0.7830 -0.0313 0.006
O 0.97943 -2.27622 -2.73684 -0.5225 0.4242 -0.0064 0.002
H -1.29803 -0.83246 -2.21772 -0.0793 -0.0583 0.6472 0.068
H -1.67739 -2.29020 -1.16733 0.4845 -0.0672 -0.1264 0.073
H -2.81902 -1.66677 -2.34542 -0.0085 0.0316 0.1111 0.081
H -1.83080 -3.12972 -3.86662 -0.0248 0.2301 0.0155 0.135
H -0.34702 -4.11795 -5.04498 0.3761 -0.2186 -0.2594 0.086
H 1.44667 -3.99470 -4.57968 -0.2765 -0.3255 0.1053 0.089
H 0.64808 -2.69484 -5.43326 -0.1428 -0.2817 -0.4129 0.066
C -6.44677 1.28067 0.30071 -0.0190 -0.1338 -0.0538 -0.063
N -5.67234 0.16512 0.85795 -0.6779 1.0236 0.6330 0.017
C -4.62945 -0.32823 0.18329 1.3711 -1.5056 -1.7737 -0.551
C -3.75232 -1.42322 0.78682 -0.2251 0.8888 0.7696 -0.001
O -4.41259 -0.05286 -0.99298 -0.2737 0.7762 0.1032 0.020
H -6.90195 0.97803 -0.64124 0.0238 0.0768 0.0008 0.084
H -5.83626 2.16693 0.12786 0.2477 -0.1815 -0.1228 0.086
H -7.22649 1.59988 0.99084 0.0040 -0.3659 0.1090 0.081
H -5.88848 -0.10781 1.80273 0.3656 -0.1145 -0.0875 0.133
H -3.91554 -1.38900 1.86539 0.0114 -1.0491 0.0759 0.062
H -2.68030 -1.28223 0.64298 -0.1041 0.8161 -0.1412 0.054
H -3.90075 -2.34836 0.23110 -0.6760 -0.2071 0.5580 0.090
C -1.72654 0.59612 6.67637 -0.1249 -0.5172 -0.1269 -0.065
N -2.60696 -0.44989 6.08079 1.4177 1.6383 0.7948 0.041
C -2.32085 -1.06636 4.92016 0.2876 -0.7052 -0.5553 -0.492
C -0.97925 -0.77414 4.21075 -0.8023 0.3438 -0.1046 0.017
O -3.11224 -1.87465 4.43897 0.2005 0.5497 -0.0616 -0.001
H -2.26782 1.20004 7.40242 -0.2119 -0.1054 -0.1657 0.084
H -1.31181 1.25744 5.91763 -0.3812 0.0627 -0.0937 0.061
H -0.85729 0.18381 7.19166 -0.1061 -0.3193 0.0845 0.080
H -3.43014 -0.70770 6.60121 -0.0547 -0.1429 -0.3424 0.140
H -1.19568 -0.19841 3.30867 -0.2055 0.0716 -0.0423 0.066
H -0.53154 -1.69204 3.83361 -0.0280 -0.1350 0.4194 0.070
H -0.25493 -0.16866 4.75019 -0.0779 -0.3456 0.2669 0.048
C 1.02228 -0.27741 -8.06975 1.0411 -0.4193 -0.4097 -0.072
N 0.29705 0.36827 -7.00163 0.8611 0.4633 -0.5607 0.035
C -0.69421 -0.22715 -6.33487 -0.7522 -0.9768 -0.2073 -0.577
C -1.42810 0.55141 -5.31020 0.2802 0.8467 0.8077 0.019
O -1.03908 -1.37295 -6.57466 -0.0938 -0.6607 -0.2811 0.023
H 0.50715 -1.10262 -8.55710 -0.5488 0.3243 0.2181 0.086
H 1.97208 -0.72672 -7.76236 -0.0028 -0.0916 0.5849 0.074
H 1.36331 0.42722 -8.82983 -0.5335 0.2925 -0.0218 0.080
H 0.72132 1.20437 -6.61912 -0.4092 0.1283 -0.0506 0.079
H -1.70977 -0.10726 -4.49012 0.0145 0.0048 -0.0694 0.069
H -2.33592 1.00481 -5.70693 0.0457 -0.0990 -0.1833 0.097
H -0.79384 1.35802 -4.93576 -0.1360 0.1379 0.1481 0.067
```
Forces are in eV/Å.

Relative energy (zero: lowest compared OMol25 entry of this formula, charge and spin) (kJ/mol): 129.47
SMILES string: CNC(C)=O.CNC(C)=O.CNC(C)=O.CNC(C)=O.CNC(C)=O.CNC(C)=O.CNC(C)=O.CNC(C)=O.CNC(C)=O.CNC(C)=O.CNC(C)=O
LUMO level (Eh): 0.008
Orbital gap (eV): 9.14

---

2.
This record from the OMol25 dataset describes C26H30N9Sn as an isolated structure at a distorted geometry. The level of theory is ωB97M-V with the def2-TZVPD basis set.

Geometry as XYZ:
```
66
Properties=species:S:1:pos:R:3:forces:R:3:lowdin_charge:R:1
Sn 0.62483 1.62185 -0.93406 -0.8927 -0.5959 0.7218 1.248
C 2.42815 -4.93565 -0.00891 -1.0032 -2.0430 0.2887 -0.057
C 1.79620 -3.63283 -0.23030 0.2864 1.2672 -3.0215 -0.290
C 0.55076 -3.34184 0.28689 -0.3644 0.6360 -0.8124 -0.028
C -0.22361 -2.25052 -0.16602 1.1281 -0.2366 1.2993 -0.019
C 0.32245 -1.29972 -1.04697 -0.1279 -0.9207 -1.1657 -0.270
N -0.43087 -0.24084 -1.63158 2.5688 0.8041 1.2320 -0.109
C -1.73091 -0.36381 -1.95020 -3.0316 -0.5624 -0.6908 -0.237
C -2.47867 -1.61094 -2.04351 -0.2383 0.6194 0.7558 0.008
C -3.89618 -1.62585 -2.02312 1.3673 0.1368 -0.8060 -0.038
C -4.63814 -0.45665 -2.04483 0.4006 1.3990 -0.3389 -0.308
C -6.13371 -0.43697 -1.91792 -0.6263 -1.5366 1.4287 -0.058
C -3.93034 0.72909 -2.24643 -0.5105 0.7522 0.3146 0.002
C -2.53199 0.78269 -2.29410 0.1792 -2.0294 1.4546 -0.159
N -1.96271 2.02805 -2.56386 0.5435 3.9330 -2.7637 -0.037
C -2.63908 2.96884 -3.37814 2.0441 -0.1269 0.7871 0.006
C -1.72740 3.90453 -3.86492 0.6808 -1.3165 0.3370 -0.015
C -0.45870 3.41542 -3.46249 -1.3359 -0.3645 1.9957 -0.100
N -0.60408 2.38212 -2.59147 -1.6032 -0.3141 -1.7935 -0.152
C 1.64543 -1.58010 -1.52849 0.3445 -0.0532 -0.3722 -0.114
C 2.30642 -2.78601 -1.26205 -0.5548 0.6222 1.6586 0.042
N 2.36145 -0.64808 -2.41543 -2.1524 2.6608 0.7316 -0.014
C 2.96078 -0.85363 -3.58885 0.5087 -0.0354 0.2961 -0.037
C 3.22774 0.35074 -4.20729 0.1337 0.7067 0.8557 -0.025
C 2.74846 1.34667 -3.34297 -0.7384 -1.5614 1.1570 -0.106
N 2.16268 0.79986 -2.23528 1.8659 -2.8848 -2.5260 -0.114
H 2.79108 -4.98841 1.00188 0.5369 -0.1195 0.4798 0.079
H 3.24484 -5.17123 -0.71817 -0.6142 0.0395 0.4238 0.093
H 1.58061 -5.72619 -0.01998 1.6216 0.9371 -0.3327 0.122
H 0.16251 -4.13623 0.89646 -0.6067 0.2206 0.5720 0.117
H -1.19086 -2.10910 0.31971 0.1125 0.0842 -0.5949 0.126
H -1.90929 -2.55276 -1.99007 -0.4790 0.5633 -0.0918 0.111
H -4.49644 -2.51354 -2.15184 0.4569 -0.5813 0.3627 0.113
H -6.56802 0.53048 -2.19537 0.0003 -0.4567 -0.1299 0.074
H -6.42058 -0.64901 -0.82039 0.3875 0.4924 -1.5174 0.110
H -6.57446 -1.32237 -2.46499 0.2444 1.2371 0.2636 0.095
H -4.48085 1.71058 -2.30373 0.4921 -1.3748 0.0779 0.126
H -3.67643 2.87882 -3.62256 -0.1350 -0.0714 0.1401 0.116
H -1.89198 4.80918 -4.43221 -0.1978 -0.3455 -0.1213 0.110
H 0.53964 3.80001 -3.58681 -0.0666 0.2748 -0.1182 0.105
H 3.24124 -3.01145 -1.78294 -0.2416 0.0676 0.3765 0.121
H 3.31617 -1.83962 -3.86100 -0.3967 0.0618 -0.0970 0.143
H 3.85568 0.51390 -5.05418 -0.0170 -0.0351 -0.4419 0.105
H 2.79387 2.41662 -3.42285 0.0569 0.1713 -0.1226 0.110
C 2.25334 0.42177 2.86861 -0.9893 0.3062 -0.3788 -0.177
N 0.99618 1.18671 2.51729 1.0271 0.7028 0.5961 -0.124
C 1.17239 2.46820 3.21465 -0.8548 0.0816 1.4285 -0.201
N 1.37558 2.34239 4.68817 -0.0830 -0.8012 0.5752 -0.085
C 2.57357 1.47028 4.94053 -0.7303 1.8311 -1.1033 -0.163
N 2.38300 0.19957 4.28698 -0.2514 -1.5389 0.1643 -0.118
C 1.18113 -0.46180 4.81049 -1.0364 0.4719 -0.1604 -0.132
N -0.07655 0.37957 4.59225 1.2533 -0.3265 0.2409 -0.090
C -0.23232 0.62459 3.12960 1.0038 -1.1341 0.6551 -0.175
C 0.19815 1.64852 5.27223 -0.2818 0.4892 -0.6037 -0.194
H 3.14981 0.99343 2.62372 -0.2892 0.2425 -0.6283 0.119
H 2.22285 -0.45542 2.23073 0.1892 -0.6583 0.4448 0.114
H 0.23766 3.01525 3.11199 0.0325 0.4032 -0.2201 0.115
H 1.99712 3.05912 2.86528 0.4581 0.1032 -0.6251 0.115
H 2.71829 1.40029 6.03022 0.1747 -0.1490 -0.5206 0.133
H 3.37989 2.02401 4.39658 -0.0641 -0.6412 0.9353 0.130
H 1.33985 -0.59451 5.90680 -0.4133 -0.1629 -0.8400 0.133
H 0.96721 -1.40840 4.27586 0.5626 0.2863 0.4629 0.125
H -1.03594 1.35521 2.95456 0.0711 -0.4432 0.0683 0.123
H -0.45254 -0.36663 2.68558 -0.0416 0.5752 -0.0385 0.117
H 0.25931 1.51740 6.36506 0.4993 -0.1558 -0.4375 0.129
H -0.67368 2.27440 5.13419 -0.2630 0.3964 -0.1672 0.112
```
Forces are in eV/Å.

Relative energy (zero: lowest compared OMol25 entry of this formula, charge and spin) (kJ/mol): 119.93
LUMO level (Eh): -0.102
Orbital gap (eV): 6.99
Charge: +1